i) This record from the OMol25 dataset describes C3H3FO in the gas phase. The level of theory is ωB97M-V/def2-TZVPD.

Output
**Gap between HOMO and LUMO (alpha / beta)**: 8.38 / 6.53 eV

```
! RIJCOSX wB97M-V def2-TZVPD def2/J DEFGRID3
* xyz 0 1
C 1.17231 -0.52278 0.36768
C 0.68268 0.66478 0.02687
C -1.29499 -0.28198 -0.28823
O -0.68960 0.81275 0.04258
F -2.57005 -0.36275 0.04751
H 2.22572 -0.73893 0.25667
H 1.17475 1.62592 -0.09164
H -0.70081 -1.19701 -0.36144
*
```


ii) This record from the OMol25 dataset describes C3H3FO in the gas phase. The level of theory is ωB97M-V/def2-TZVPD.

Output
**Gap between HOMO and LUMO**: 10.39 eV

```
! RIJCOSX wB97M-V def2-TZVPD def2/J DEFGRID3
* xyz 0 1
C -0.00172 -0.29832 1.29275
C -0.40045 0.27215 0.12614
F -1.12312 1.38331 0.15170
C 0.21347 -0.04344 -1.34066
O 0.41559 0.76384 -2.24059
H -0.40237 0.08546 2.25173
H 0.62574 -1.14513 1.22788
H 0.67286 -1.01786 -1.46896
*
```


Most stable of them? ii).